ORCA calculation (ωB97M-V with the def2-TZVPD basis set) on a molecular structure, C8H10InN2O at a distorted geometry.

Positions of all 22 atoms, in Å:
C1 -0.874 1.147 -1.838
C2 0.514 0.942 -2.089
C3 1.258 1.631 -1.094
C4 0.337 2.256 -0.196
C5 -0.999 1.979 -0.677
In1 -0.342 -0.186 0.829
N1 -2.129 -1.005 0.538
C6 0.140 -2.755 0.116
C7 1.104 -2.065 -0.565
H1 2.339 1.750 -1.078
H2 0.930 0.423 -2.949
H3 0.593 2.938 0.617
H4 -1.923 2.422 -0.290
H5 -1.697 0.794 -2.461
H6 1.020 -1.843 -1.640
H7 -0.874 -2.917 -0.276
H8 -3.072 -0.797 0.926
H9 2.084 -1.873 -0.096
H10 0.366 -3.214 1.093
O1 0.039 0.084 4.848
C8 0.406 0.123 3.718
N2 0.780 0.166 2.564

Properties
Charge: -1
Molar mass: 265.00 g/mol
Energy relative to the best compared isomer or geometry (same formula, charge and spin): 1.4 kcal/mol
Max |F|: 1.99 eV/Å
Frontier orbital gap (alpha / beta): 6.289 / 6.290 eV
LUMO (alpha / beta): 3.12 / 3.12 eV

Atomic charges from the Mulliken analysis, expressed in e, are listed below: -0.40 -0.63 -0.56 -0.66 -0.50 0.60 -0.54 -0.48 -0.40 0.37 0.56 0.45 0.39 0.31 0.21 0.27 0.02 0.24 0.27 -0.57 0.61 -0.56

***

ORCA calculation (ωB97M-V with the def2-TZVPD basis set) on a molecular structure, C8H10LiN4S.

Positions of all 24 atoms, in Å:
Li1 0.334 -1.017 -0.073
N1 2.330 2.169 1.572
C1 2.226 0.871 1.230
N2 1.087 0.594 0.639
C2 0.388 1.800 0.589
C3 -0.871 2.102 0.073
C4 -1.305 3.407 0.169
C5 -0.515 4.402 0.762
C6 0.734 4.121 1.277
C7 1.167 2.804 1.178
H1 3.108 2.607 2.033
H2 3.007 0.154 1.429
H3 -1.482 1.333 -0.386
H4 -2.277 3.677 -0.221
H5 -0.900 5.411 0.814
H6 1.345 4.888 1.735
N3 -2.080 -5.022 -1.053
C8 -0.901 -4.545 -1.452
N4 -0.195 -5.250 -2.336
S1 -0.309 -3.089 -0.852
H7 -2.438 -5.907 -1.373
H8 -2.577 -4.539 -0.327
H9 -0.531 -6.114 -2.728
H10 0.654 -4.856 -2.699

Properties
Charge: +1
Molar mass: 201.20 g/mol
Max |F|: 0.44 eV/Å
Frontier orbital gap: 9.560 eV
LUMO: -2.36 eV

Atomic charges from the Mulliken analysis, expressed in e, are listed below: 1.08 -0.03 -0.26 -0.69 1.06 -0.70 -0.59 -0.46 -0.86 0.55 0.19 0.41 0.26 0.38 0.39 0.37 -0.36 0.53 -0.36 -0.75 0.22 0.20 0.22 0.20

***

ORCA calculation (ωB97M-V with the def2-TZVPD basis set) on C8H10N2 in the gas phase at a distorted geometry.

Positions of all 20 atoms, in Å:
C1 2.026 -0.273 1.379
C2 2.365 -0.210 0.054
C3 1.312 -0.222 -1.047
C4 -0.816 -1.231 -0.435
C5 -2.058 -1.253 0.078
C6 -2.649 0.011 0.374
C7 -1.982 1.170 0.184
C8 -0.573 1.179 -0.236
H1 2.811 -0.242 2.139
H2 1.003 -0.185 1.665
H3 3.412 -0.278 -0.267
H4 1.372 -1.150 -1.637
H5 1.483 0.617 -1.819
H6 -0.286 -2.164 -0.672
H7 -2.585 -2.200 0.261
H8 -3.675 -0.001 0.705
H9 -2.394 2.134 0.416
H10 1.141 2.132 -0.374
N1 -0.040 -0.100 -0.572
N2 0.133 2.265 -0.194

Properties
Molar mass: 134.18 g/mol
Energy relative to the best compared isomer or geometry (same formula, charge and spin): 18.3 kcal/mol
Max |F|: 2.98 eV/Å
SMILES string: [H]/N=c1/ccccn1CC=C
Frontier orbital gap: 8.554 eV
LUMO: 0.79 eV

Atomic charges from the Mulliken analysis, expressed in e, are listed below: -0.61 -0.05 -1.30 0.01 -0.64 -0.10 -0.74 0.73 0.27 0.22 0.34 0.45 0.46 0.25 0.37 0.37 0.42 0.23 0.15 -0.81

***

ORCA calculation (ωB97M-V with the def2-TZVPD basis set) on C8H10N2O in the gas phase at a distorted geometry.

Positions of all 21 atoms, in Å:
C1 -1.812 1.792 0.676
C2 -1.303 1.850 -0.698
C3 -1.821 0.560 1.298
C4 1.426 0.190 0.193
C5 -0.169 1.314 -1.199
C6 -0.604 -1.193 0.137
C7 2.768 0.240 0.903
C8 -0.749 -2.375 -0.761
N1 -1.623 -0.676 0.788
N2 0.723 -0.846 0.350
O1 1.062 1.282 -0.573
H1 -2.288 2.722 1.176
H2 -2.019 2.242 -1.516
H3 -2.194 0.625 2.333
H4 -0.063 0.874 -2.204
H5 2.890 -0.787 1.118
H6 2.843 1.044 1.545
H7 3.516 0.562 0.219
H8 -1.701 -2.772 -0.532
H9 -0.023 -3.066 -0.575
H10 -0.706 -2.131 -1.898

Properties
Molar mass: 150.18 g/mol
Energy relative to the best compared isomer or geometry (same formula, charge and spin): 86.9 kcal/mol
Max |F|: 3.51 eV/Å
SMILES string: CC1=N/C=C\C=C/O/C(C)=N\1
Frontier orbital gap: 8.853 eV
LUMO: 0.88 eV

Atomic charges from the Mulliken analysis, expressed in e, are listed below: -0.44 0.00 -0.18 0.81 -0.38 0.76 -1.20 -1.36 -0.52 -0.36 -0.35 0.28 0.27 0.29 0.34 0.36 0.33 0.33 0.41 0.39 0.21

***

ORCA calculation (ωB97M-V with the def2-TZVPD basis set) on C8H10N2O2 in the gas phase at a distorted geometry.

Positions of all 22 atoms, in Å:
C1 3.813 -0.413 -0.007
C2 2.579 -0.980 0.130
C3 3.570 0.943 -0.179
C4 1.666 0.015 0.119
C5 -0.675 0.943 0.079
C6 0.258 -0.114 0.117
C7 -2.074 0.247 0.124
C8 -2.984 0.607 -1.041
N1 -0.284 -1.399 0.184
N2 -1.752 -1.197 0.159
O1 2.255 1.202 -0.083
O2 -2.735 0.578 1.281
H1 4.678 -0.949 -0.284
H2 2.335 -1.959 0.280
H3 4.220 1.782 -0.141
H4 -0.804 2.030 0.301
H5 -2.926 -0.130 -1.761
H6 -2.799 1.577 -1.400
H7 -3.938 0.520 -0.564
H8 -0.018 -2.100 -0.434
H9 -2.117 -1.566 1.066
H10 -2.268 0.364 2.053

Properties
Molar mass: 166.18 g/mol
Energy relative to the best compared isomer or geometry (same formula, charge and spin): 87.5 kcal/mol
Max |F|: 4.00 eV/Å
SMILES string: C[C@]1(O)C=C(c2ccco2)NN1
Frontier orbital gap: 8.601 eV
LUMO: 0.79 eV

Atomic charges from the Mulliken analysis, expressed in e, are listed below: -0.64 -0.50 -0.37 0.05 -1.03 0.77 1.21 -1.51 -0.21 -0.64 -0.33 -0.61 0.39 0.57 0.44 0.34 0.42 0.31 0.41 0.28 0.30 0.36

***

ORCA calculation (ωB97M-V with the def2-TZVPD basis set) on a gas-phase ion, C8H10N2O4P (charge -1) at a distorted geometry.

Positions of all 25 atoms, in Å:
C1 3.033 -0.952 -0.889
C2 3.538 -0.021 -0.075
C3 1.665 -1.292 -0.864
C4 2.687 0.460 0.915
C5 0.873 -0.721 0.153
C6 -3.176 0.313 -0.077
C7 -1.165 1.344 -1.129
C8 -1.687 0.623 0.072
N1 1.446 0.084 1.075
N2 -1.382 1.219 1.329
O1 -3.584 -0.503 0.892
O2 -1.289 -1.724 1.592
O3 -3.897 0.539 -1.028
O4 -1.115 -2.207 -0.930
P1 -0.870 -1.292 0.231
H1 3.681 -1.478 -1.560
H2 4.660 0.328 -0.052
H3 1.156 -2.063 -1.622
H4 3.057 1.206 1.734
H5 -0.040 1.781 -1.097
H6 -1.605 2.365 -1.281
H7 -1.239 0.893 -2.168
H8 -0.296 1.581 1.349
H9 -2.920 -1.079 1.374
H10 -1.529 0.595 2.056

Properties
Charge: -1
Molar mass: 229.15 g/mol
Energy relative to the best compared isomer or geometry (same formula, charge and spin): 42.5 kcal/mol
Max |F|: 5.43 eV/Å
SMILES string: C[C@@](N)(C(=O)O)[P@@](=O)([O-])c1ccccn1
Frontier orbital gap: 7.414 eV
LUMO: 3.08 eV

Atomic charges from the Mulliken analysis, expressed in e, are listed below: -0.28 -0.37 -0.25 -0.10 0.18 0.30 -1.45 0.70 -0.44 -0.76 -0.54 -0.85 -0.64 -0.82 1.06 0.38 0.23 0.28 0.25 0.25 0.40 0.27 0.31 0.46 0.43

***

ORCA calculation (ωB97M-V with the def2-TZVPD basis set) on C8H10N2S in the gas phase at a distorted geometry.

Positions of all 21 atoms, in Å:
C1 -2.782 -0.656 -0.647
C2 -2.863 0.693 -0.330
C3 -1.615 -1.394 -0.487
C4 -1.702 1.421 -0.106
C5 -0.467 -0.729 -0.022
C6 -0.546 0.661 0.097
C7 1.700 0.018 0.326
C8 2.722 -0.054 1.458
N1 0.751 -1.290 0.289
N2 0.786 1.127 0.373
S1 2.584 -0.148 -1.370
H1 -3.755 -1.008 -0.927
H2 -3.804 1.095 -0.403
H3 -1.679 -2.386 -0.701
H4 -1.584 2.441 0.006
H5 3.560 0.376 1.131
H6 2.960 -1.068 1.671
H7 2.124 0.434 2.198
H8 0.915 -2.045 -0.344
H9 1.126 1.934 -0.116
H10 1.570 0.577 -2.097

Properties
Molar mass: 166.25 g/mol
Energy relative to the best compared isomer or geometry (same formula, charge and spin): 15.9 kcal/mol
Max |F|: 4.26 eV/Å
SMILES string: CC1(S)Nc2ccccc2N1
Frontier orbital gap: 8.263 eV
LUMO: 0.70 eV

Atomic charges from the Mulliken analysis, expressed in e, are listed below: -0.46 -0.61 -0.80 -0.85 0.64 0.46 0.58 -1.49 -0.46 -0.39 -0.24 0.34 0.46 0.50 0.45 0.45 0.31 0.39 0.31 0.28 0.14

***

ORCA calculation (ωB97M-V with the def2-TZVPD basis set) on a gas-phase ion, C8H10N3 (charge +1) at a distorted geometry.

Positions of all 21 atoms, in Å:
C1 2.777 -0.127 -0.045
C2 2.244 1.086 -0.121
C3 1.997 -1.332 -0.049
C4 0.880 1.329 -0.158
C5 0.632 -1.088 -0.020
C6 0.109 0.218 -0.141
C7 -0.486 -2.027 0.044
C8 -1.837 0.728 1.075
N1 -1.607 -1.402 -0.086
N2 -1.978 0.567 -1.290
N3 -1.388 0.035 -0.151
H1 3.820 -0.270 -0.306
H2 2.797 2.021 0.232
H3 2.543 -2.332 0.032
H4 0.568 2.400 -0.044
H5 -0.496 -3.169 0.131
H6 -2.781 0.360 1.405
H7 -1.071 0.375 1.806
H8 -1.762 1.762 0.914
H9 -3.027 0.893 -1.079
H10 -1.933 -0.025 -2.146

Properties
Charge: +1
Molar mass: 148.19 g/mol
Energy relative to the best compared isomer or geometry (same formula, charge and spin): 46.8 kcal/mol
Max |F|: 4.72 eV/Å
SMILES string: C[N@+]1(N)N=Cc2ccccc21
Frontier orbital gap: 9.535 eV
LUMO: -4.15 eV

Atomic charges from the Mulliken analysis, expressed in e, are listed below: -0.50 -0.38 -0.71 -0.50 0.52 0.58 -0.15 -0.90 -0.97 -0.70 1.24 0.39 0.28 0.35 0.30 0.43 0.34 0.35 0.43 0.30 0.29

***

ORCA calculation (ωB97M-V with the def2-TZVPD basis set) on a gas-phase ion, C8H10N3 (charge +1) at a distorted geometry.

Positions of all 21 atoms, in Å:
C1 -2.960 -0.410 0.012
C2 -2.256 -1.537 -0.079
C3 -1.159 0.919 0.025
C4 -0.440 -0.249 0.075
C5 -0.271 2.126 -0.023
C6 1.058 1.559 -0.037
C7 1.577 -0.418 -1.232
C8 1.632 -0.466 1.294
N1 -2.499 0.811 0.045
N2 -0.957 -1.419 0.016
N3 1.015 0.060 0.042
H1 -4.075 -0.353 0.064
H2 -2.556 -2.618 -0.169
H3 -0.502 3.097 -0.013
H4 2.017 1.996 -0.093
H5 2.693 -0.669 -1.302
H6 1.017 -1.251 -1.706
H7 1.360 0.358 -1.866
H8 2.778 -0.448 1.283
H9 1.344 0.305 2.048
H10 1.184 -1.394 1.618

Properties
Charge: +1
Molar mass: 148.19 g/mol
Energy relative to the best compared isomer or geometry (same formula, charge and spin): 36.4 kcal/mol
Max |F|: 8.78 eV/Å
SMILES string: C[N+]1(C)C=Cc2nccnc21
Frontier orbital gap: 9.333 eV
LUMO: -4.45 eV

Atomic charges from the Mulliken analysis, expressed in e, are listed below: -0.06 -0.54 0.87 0.18 -0.80 -0.52 -0.84 -0.83 -0.60 -0.50 0.43 0.41 0.42 0.61 0.59 0.32 0.30 0.49 0.33 0.39 0.32

***

ORCA calculation (ωB97M-V with the def2-TZVPD basis set) on 2 unconnected molecules or ions with the total composition C8H10N3O2 at a distorted geometry.

Positions of all 23 atoms, in Å:
C1 -3.509 -1.488 -0.469
C2 -2.251 -0.870 1.039
C3 -1.599 2.638 0.300
C4 1.532 -0.677 0.967
C5 1.779 0.825 0.729
C6 0.359 0.322 0.862
C7 -0.191 0.637 -1.747
C8 -0.611 0.464 -0.326
N1 -3.406 -1.548 0.854
N2 -2.559 -0.809 -1.123
N3 -1.716 -0.423 -0.100
O1 -1.202 3.359 -0.554
O2 -2.289 2.475 1.203
H1 -4.234 -1.856 -1.128
H2 -1.950 -0.480 1.968
H3 1.726 -1.330 0.223
H4 1.816 -1.146 1.866
H5 2.241 1.257 1.562
H6 2.151 0.989 -0.336
H7 -0.067 0.517 1.769
H8 0.842 0.351 -1.866
H9 -0.434 1.768 -1.982
H10 -0.784 0.047 -2.303

Properties
Charge: -1
Molar mass: 180.19 g/mol
Energy relative to the best compared isomer or geometry (same formula, charge and spin): 30.7 kcal/mol
Max |F|: 4.55 eV/Å
Frontier orbital gap: 6.067 eV
LUMO: 3.66 eV

Atomic charges from the Mulliken analysis, expressed in e, are listed below: -0.19 0.04 0.75 -0.88 -0.61 -0.47 -1.36 0.20 -0.75 -1.04 0.84 -0.57 -0.44 0.42 0.31 0.26 0.27 0.32 0.18 0.74 0.36 0.14 0.48

***

ORCA calculation (ωB97M-V with the def2-TZVPD basis set) on a gas-phase ion, C8H10N3O2S2 (charge -1) at a distorted geometry.

Positions of all 25 atoms, in Å:
C1 -1.340 2.648 -0.621
C2 -2.003 1.469 -0.260
C3 0.021 2.792 -0.475
C4 0.113 0.541 0.429
C5 -1.264 0.327 0.164
C6 0.710 1.723 0.031
C7 2.368 0.006 1.082
C8 0.757 -1.590 1.698
N1 0.937 -0.213 1.222
N2 -2.924 -1.143 -0.602
N3 -1.814 -0.958 0.180
O1 3.587 -2.215 -0.567
O2 1.315 -1.514 -1.204
S1 2.469 1.715 0.234
S2 2.625 -1.144 -0.603
H1 -1.814 3.533 -0.963
H2 -2.920 1.243 -0.802
H3 0.452 3.775 -0.706
H4 1.410 -1.685 2.525
H5 -0.254 -1.863 1.950
H6 1.116 -2.189 0.970
H7 -3.100 -2.163 -0.554
H8 -2.764 -1.131 -1.582
H9 -1.048 -1.650 0.022
H10 3.364 -0.313 -1.569

Properties
Charge: -1
Molar mass: 244.32 g/mol
Energy relative to the best compared isomer or geometry (same formula, charge and spin): 37.6 kcal/mol
Max |F|: 3.52 eV/Å
SMILES string: Cn1c(=[S@@H](=O)[O-])sc2cccc(NN)c21
Frontier orbital gap: 6.510 eV
LUMO: 3.32 eV

Atomic charges from the Mulliken analysis, expressed in e, are listed below: -0.28 -0.88 -0.69 0.32 0.13 0.38 -0.48 -1.39 0.15 -0.89 -0.03 -0.67 -0.55 -0.19 0.74 0.38 0.34 0.31 0.36 0.44 0.64 0.26 0.20 0.36 0.04

***

ORCA calculation (ωB97M-V with the def2-TZVPD basis set) on 2 unconnected molecules or ions with the total composition C8H10N3O3S at a distorted geometry.

Positions of all 25 atoms, in Å:
C1 -3.847 1.469 -0.145
C2 -3.903 0.095 0.035
C3 -2.598 2.156 -0.319
C4 -2.699 -0.671 0.158
C5 -1.471 1.388 -0.110
C6 -1.542 -0.035 0.104
C7 0.602 0.603 0.106
C8 0.132 -1.867 0.368
N1 -0.144 1.743 -0.054
N2 -0.249 -0.426 0.213
N3 4.598 -1.042 -0.186
O1 6.698 0.126 -0.124
O2 1.811 0.585 0.181
O3 3.320 -1.344 -0.189
S1 5.308 0.458 -0.106
H1 -4.758 2.172 -0.112
H2 -4.869 -0.462 0.146
H3 -2.546 3.153 -0.773
H4 -2.712 -1.721 0.064
H5 -0.671 -2.548 -0.148
H6 1.102 -1.869 -0.123
H7 0.134 -2.193 1.339
H8 0.268 2.628 -0.323
H9 5.241 -1.857 -0.085
H10 2.795 -0.542 0.086

Properties
Charge: +1
Molar mass: 228.25 g/mol
Energy relative to the best compared isomer or geometry (same formula, charge and spin): 0.0 kcal/mol
Max |F|: 4.16 eV/Å
Frontier orbital gap (alpha / beta): 4.511 / 4.578 eV
LUMO (alpha / beta): -6.69 / -6.62 eV

Atomic charges from the Mulliken analysis, expressed in e, are listed below: -0.42 -0.63 -0.64 -0.57 0.23 0.86 0.27 -0.92 -0.05 0.08 -0.11 -0.35 -0.84 -0.28 0.74 0.30 0.34 0.36 0.34 0.30 0.39 0.31 0.27 0.35 0.66